Record 1
13 unconnected molecules or ions with the total composition C51H123N13O9 in a non-equilibrium geometry. Source: the OMol25 dataset; level of theory: the ωB97M-V functional and the def2-TZVPD basis.

The geometry in XYZ format:
```
196
Properties=species:S:1:pos:R:3
O -16.871 -15.590 -11.049
O -14.591 -22.647 -9.274
O -11.490 -17.892 -8.080
O -19.429 -21.327 -7.053
O -11.717 -18.668 -13.535
O -22.744 -15.967 -8.438
O -13.759 -25.516 -6.283
O -16.977 -20.771 -12.099
O -14.832 -21.732 -15.909
N -16.099 -19.716 -15.948
N -14.117 -19.113 -4.970
N -20.111 -22.855 -14.346
N -20.705 -14.933 -13.376
N -13.125 -21.703 -10.803
N -21.246 -24.284 -9.338
N -13.019 -16.262 -8.503
N -18.972 -23.093 -5.744
N -16.621 -13.551 -11.984
N -13.642 -17.503 -13.219
N -17.033 -19.907 -9.978
N -21.350 -17.673 -8.761
N -15.470 -25.570 -7.763
C -17.247 -12.406 -12.686
C -12.105 -15.304 -9.186
C -22.966 -23.692 -7.512
C -19.855 -17.249 -13.173
C -16.983 -20.919 -10.899
C -18.185 -23.011 -15.886
C -19.851 -22.403 -10.366
C -22.627 -24.514 -8.788
C -19.332 -24.479 -5.374
C -12.866 -18.405 -13.852
C -12.624 -17.428 -7.916
C -20.238 -21.364 -14.536
C -17.865 -22.600 -4.932
C -14.963 -17.130 -13.686
C -14.408 -15.811 -8.386
C -21.036 -12.445 -13.738
C -15.482 -19.480 -4.729
C -13.585 -18.324 -3.822
C -12.380 -21.915 -12.035
C -13.800 -22.710 -10.202
C -19.677 -22.444 -6.648
C -13.627 -19.019 -2.462
C -15.373 -27.013 -8.016
C -14.652 -24.945 -6.880
C -20.547 -17.329 -7.594
C -17.210 -18.505 -10.390
C -21.423 -25.633 -11.357
C -13.263 -17.133 -11.804
C -22.470 -16.957 -9.007
C -21.027 -23.672 -15.185
C -21.057 -13.856 -14.391
C -20.632 -16.229 -14.043
C -17.347 -14.626 -11.725
C -17.194 -18.982 -15.454
C -13.239 -20.244 -5.312
C -21.640 -20.946 -14.133
C -13.718 -21.060 -6.477
C -16.432 -18.234 -4.697
C -21.037 -18.964 -9.429
C -18.711 -23.252 -14.469
C -16.757 -20.137 -8.509
C -15.645 -20.907 -15.407
C -20.638 -25.312 -10.094
C -20.924 -25.222 -15.059
C -15.221 -13.329 -11.633
C -16.489 -24.789 -8.500
C -13.182 -20.356 -10.342
C -23.018 -15.346 -12.426
C -15.486 -19.281 -17.203
C -21.208 -22.985 -9.977
C -21.560 -14.939 -12.188
H -18.831 -23.650 -16.488
H -14.350 -14.790 -8.010
H -23.084 -17.456 -9.773
H -18.029 -22.163 -3.947
H -19.629 -18.166 -13.717
H -17.799 -17.988 -9.633
H -13.909 -17.284 -3.789
H -12.880 -21.353 -12.824
H -14.654 -18.946 -2.104
H -17.603 -18.321 -11.390
H -19.374 -22.991 -11.151
H -23.396 -24.503 -9.560
H -16.381 -17.423 -5.423
H -19.999 -21.026 -15.545
H -20.075 -16.092 -14.970
H -21.455 -13.944 -11.756
H -21.786 -19.879 -14.302
H -17.227 -21.091 -8.269
H -21.391 -18.894 -10.457
H -20.792 -16.369 -7.141
H -11.110 -15.704 -9.382
H -20.978 -26.571 -11.687
H -22.707 -22.633 -7.536
H -14.735 -21.444 -6.394
H -19.219 -22.392 -9.478
H -15.893 -20.046 -5.565
H -14.823 -15.671 -9.384
H -15.719 -20.165 -8.179
H -20.445 -23.064 -7.136
H -19.691 -24.526 -4.346
H -15.041 -17.330 -14.754
H -16.252 -17.985 -10.364
H -18.327 -12.513 -12.795
H -15.040 -27.145 -9.045
H -12.199 -19.932 -5.404
H -23.469 -14.806 -13.258
H -20.529 -11.758 -14.416
H -20.313 -13.766 -15.183
H -12.230 -17.352 -11.530
H -17.185 -23.432 -15.987
H -18.061 -19.122 -16.099
H -12.545 -18.117 -4.077
H -17.467 -19.282 -14.442
H -19.912 -21.384 -10.747
H -13.395 -16.058 -11.689
H -20.664 -26.191 -9.450
H -21.036 -15.568 -11.468
H -12.952 -18.565 -1.737
H -22.483 -21.415 -14.640
H -17.016 -11.411 -12.305
H -20.022 -24.926 -6.090
H -16.354 -24.839 -9.581
H -20.540 -12.413 -12.768
H -19.482 -17.390 -7.817
H -13.462 -17.919 -7.397
H -15.176 -16.080 -13.487
H -21.758 -21.132 -13.065
H -16.221 -19.387 -18.001
H -18.938 -16.809 -12.780
H -23.997 -23.692 -7.156
H -16.360 -27.453 -7.873
H -16.259 -21.205 -14.544
H -18.395 -14.645 -12.063
H -12.008 -14.379 -8.618
H -14.657 -13.596 -12.527
H -12.322 -22.960 -12.339
H -13.634 -20.378 -7.323
H -13.170 -20.899 -4.443
H -13.048 -21.879 -6.740
H -21.447 -22.232 -9.225
H -22.025 -12.030 -13.545
H -12.460 -15.056 -10.187
H -15.109 -16.361 -7.758
H -20.432 -17.494 -12.282
H -14.770 -27.546 -7.281
H -17.339 -21.835 -5.503
H -20.057 -25.541 -15.638
H -14.832 -14.093 -10.959
H -15.781 -17.648 -13.183
H -14.568 -19.801 -17.476
H -14.971 -23.897 -6.764
H -22.651 -25.508 -8.340
H -17.429 -18.671 -4.753
H -13.321 -20.064 -2.519
H -18.476 -25.152 -5.401
H -18.086 -21.984 -16.237
H -22.042 -14.078 -14.801
H -22.033 -23.330 -14.940
H -14.894 -12.353 -11.274
H -23.116 -16.399 -12.694
H -13.391 -18.884 -14.693
H -21.824 -25.665 -15.486
H -12.231 -20.085 -9.884
H -15.586 -20.096 -3.836
H -19.971 -19.181 -9.503
H -18.771 -24.282 -14.118
H -16.859 -12.423 -13.704
H -21.629 -19.669 -8.846
H -21.248 -24.819 -12.061
H -16.301 -17.745 -3.731
H -20.738 -18.100 -6.847
H -21.631 -16.542 -14.346
H -19.600 -25.195 -10.405
H -17.496 -25.121 -8.251
H -22.465 -25.931 -11.245
H -22.313 -23.917 -6.669
H -20.887 -25.644 -14.055
H -21.928 -23.025 -10.794
H -17.082 -23.357 -4.952
H -17.253 -19.397 -7.880
H -15.286 -18.210 -17.157
H -23.549 -15.245 -11.479
H -16.921 -17.928 -15.405
H -20.900 -23.317 -16.208
H -16.407 -23.745 -8.198
H -13.532 -23.652 -10.704
H -11.340 -21.641 -11.855
H -19.412 -20.854 -14.041
H -13.995 -20.275 -9.621
H -14.003 -17.555 -11.124
H -18.040 -22.720 -13.794
H -13.398 -19.680 -11.170
H -16.741 -21.873 -10.406
```

Calculated values
energy relative to the best compared isomer or geometry (same formula, charge and spin) = 59.0 kcal per mole
E_tot = -3405.82355 Ha

Mulliken atomic charge list, values in e, 6 entries: atom 1 (O): -0.4257, atom 2 (O): -0.1973, atom 3 (O): -0.7028, atom 4 (O): -0.3571, atom 5 (O): -0.5895, atom 6 (O): -0.5935

=====

Record 2
A molecular structure, CdFHO2P in a non-equilibrium geometry. Source: the OMol25 dataset; level of theory: the ωB97M-V functional and the def2-TZVPD basis.

The geometry in XYZ format:
```
6
Properties=species:S:1:pos:R:3
Cd -1.618 0.344 -0.165
P 1.670 0.889 -0.024
F -3.325 -0.042 -0.480
O 0.200 0.544 0.434
O 2.036 -0.651 -0.045
H 1.036 -1.085 0.280
```

Calculated values
total charge = +1
E_tot = -759.74399 Ha

Charges obtained by Mulliken population analysis, quoted in units of e: atom 1 (Cd): 1.2233, atom 2 (P): 0.7801, atom 3 (F): -0.6187, atom 4 (O): -0.4676, atom 5 (O): -0.3696, atom 6 (H): 0.4524

=====

Record 3
2 unconnected molecules or ions with the total composition C2H10N2 in a non-equilibrium geometry. Source: the OMol25 dataset; level of theory: the ωB97M-V functional and the def2-TZVPD basis.

The geometry in XYZ format:
```
14
Properties=species:S:1:pos:R:3
N -0.633 0.511 -1.649
N 1.176 0.855 -0.202
C -0.873 -0.720 1.966
C 0.644 -0.025 -1.250
H -0.818 -1.646 1.411
H -1.108 0.873 -0.836
H 0.750 -1.063 -1.026
H -0.043 -0.056 1.763
H 1.381 1.758 -0.622
H -1.857 -0.271 1.816
H -1.147 0.029 -2.363
H 1.304 0.118 -2.112
H -0.882 -0.899 3.045
H 2.106 0.536 0.058
```

Calculated values
SMILES = NCN.C
energy relative to the best compared isomer or geometry (same formula, charge and spin) = 12.6 kcal per mole
E_tot = -191.67738 Ha

Mulliken atomic charge list, values in e, 6 entries: atom 1 (N): -0.5044, atom 2 (N): -0.5932, atom 3 (C): -0.9876, atom 4 (C): -0.4601, atom 5 (H): 0.2076, atom 6 (H): 0.2154

=====

no.,E_LUMO (eV)
1,0.27
2,-6.79
3,1.12